A cluster of 2 separate species, C4H8O3 in total, computed with ωB97M-V/def2-TZVPD.

```
! wB97M-V def2-TZVPD RIJCOSX def2/J DEFGRID3
* xyz 0 1
C -1.88 0.68 -0.82
C -0.59 0.30 -0.10
O -0.79 -0.73 0.84
C 0.45 -0.14 -1.11
O 0.82 -1.30 -1.17
H -1.72 1.51 -1.52
H -2.63 0.98 -0.09
H -2.27 -0.18 -1.38
H -0.19 1.18 0.43
H -0.47 -1.54 0.40
H 0.82 0.62 -1.82
C 2.11 -0.35 1.59
O 2.14 0.68 0.97
H 1.99 -1.33 1.09
H 2.22 -0.37 2.69
*
```

Values from the calculation:
E_tot, Ha: -382.88779
HOMO-LUMO gap, eV: 11.0
LUMO level, hartree: 0.030
Largest force on an atom, eV Å⁻¹: 0.6
Structure (SMILES): C[C@@H](O)C=O.C=O

Listed below, in e, are the Löwdin charges computed for each atom: atom 1 (C): -0.036, atom 2 (C): -0.433, atom 3 (O): -0.032, atom 4 (C): -0.214, atom 5 (O): 0.044, atom 6 (H): 0.084, atom 7 (H): 0.085, atom 8 (H): 0.089, atom 9 (H): 0.139, atom 10 (H): 0.088, atom 11 (H): 0.141, atom 12 (C): -0.114, atom 13 (O): -0.013, atom 14 (H): 0.083, atom 15 (H): 0.091